# 1
# C7H10

A structure of composition C7H10 (wB97M-V/def2-TZVPD, the Open Molecules 2025 dataset).

ORCA input file:
```
! RIJCOSX wB97M-V def2-TZVPD def2/J DEFGRID3
* xyz 0 1
C -1.52 1.26 0.90
C 0.11 1.68 0.25
C -0.29 0.47 1.09
C -0.46 -1.74 -0.46
C 0.50 0.77 -0.92
C 0.95 -1.69 0.07
C 0.15 -0.44 -0.06
H -0.60 -1.94 -1.52
H 0.11 0.34 2.10
H -0.89 2.34 0.23
H -2.01 0.92 -0.02
H 0.78 2.41 0.69
H 1.76 -1.86 -0.62
H 1.12 -2.08 1.07
H 1.57 0.84 -1.16
H -1.24 -2.16 0.17
H -0.07 0.92 -1.85
*
```

Results
- DFT total energy: -7415.7594 eV
- Max |F|: 0.4 eV/A

# 2
# C7H10

A cluster of 3 separate species, C7H10 in total (wB97M-V/def2-TZVPD, the Open Molecules 2025 dataset).

ORCA input file:
```
! RIJCOSX wB97M-V def2-TZVPD def2/J DEFGRID3
* xyz 0 1
C -1.31 -0.70 1.10
C 1.77 -0.65 -0.41
C 1.82 0.49 0.38
C 0.53 1.07 0.41
C 0.44 -0.80 -0.87
C -0.42 -0.03 0.08
C -1.90 0.11 -0.03
H -2.40 -0.43 -0.83
H -1.40 -1.78 1.07
H 0.08 -1.65 -1.45
H 0.26 1.93 1.03
H 2.62 -1.22 -0.76
H 0.45 1.34 -1.11
H 0.41 0.55 -1.67
H -2.34 1.08 0.21
H 2.73 0.96 0.76
H -1.34 -0.27 2.10
*
```

Results
- DFT total energy: -7417.0334 eV
- Max |F|: 0.3 eV/A

# 3
# C7H10

An isolated molecule of C7H10 in a non-equilibrium geometry (wB97M-V/def2-TZVPD, the Open Molecules 2025 dataset).

ORCA input file:
```
! RIJCOSX wB97M-V def2-TZVPD def2/J DEFGRID3
* xyz 0 1
C 0.14 -0.99 -1.78
C -0.14 -0.24 -0.47
C 1.27 -0.62 -0.93
C -1.27 -1.87 1.32
C 0.22 1.22 -0.01
C -0.79 -1.12 0.50
C -0.55 1.58 1.22
H -0.37 0.82 1.99
H 1.78 -1.26 -0.23
H 1.29 1.28 0.29
H -1.65 -2.52 2.08
H 1.84 0.23 -1.29
H -0.20 2.54 1.61
H 0.02 -0.53 -2.75
H 0.13 1.93 -0.84
H -0.09 -2.05 -1.73
H -1.61 1.61 1.00
*
```

Results
- DFT total energy: -7417.1638 eV
- SMILES: C#CC1(CC)CC1
- Max |F|: 1.5 eV/A

# 4
# C7H10

An isolated molecule of C7H10 (wB97M-V/def2-TZVPD, the Open Molecules 2025 dataset).

ORCA input file:
```
! RIJCOSX wB97M-V def2-TZVPD def2/J DEFGRID3
* xyz 0 1
C 1.07 0.04 0.01
C -0.43 0.53 1.48
C -0.46 -1.53 0.54
C 0.41 1.34 0.48
C 0.55 -0.71 1.27
C -0.87 -0.40 -1.83
C 0.08 -0.89 -0.74
H -0.11 1.95 -0.26
H 1.14 1.97 1.01
H -1.45 0.32 1.14
H -1.84 -0.13 -1.39
H -1.05 -1.16 -2.59
H -0.47 0.49 -2.33
H -0.48 0.87 2.51
H 1.11 -1.02 2.15
H 2.11 0.07 -0.34
H 0.69 -1.74 -1.11
*
```

Results
- DFT total energy: -7416.2108 eV
- Max |F|: 0.4 eV/A

- Which value of DFT total energy does entry 1 give?
  -7415.7594 eV

- max |F| of number 1 (C7H10)?
  0.4 eV/A